Record 1
Molecular formula: C3H9N
Method: DFT, ωB97M-V with the def2-TZVPD basis set

maximum force	3.49	eV/A
HOMO	-9.33	eV
relative energy (zero: lowest compared OMol25 entry of this formula, charge and spin)	166.2	kJ/mol
SMILES string	C=CC.N
Kohn-Sham gap	10.42	eV

Atoms and positions in Å:
C: 0.076 -1.486 -1.626
C: 0.699 -0.333 -1.387
C: 0.037 0.845 -0.596
H: 0.571 -2.072 -2.293
H: -0.636 -1.947 -1.029
H: 1.571 -0.089 -2.062
H: -0.983 0.886 -0.965
H: 0.460 1.802 -0.677
H: 0.251 0.515 0.348
N: -0.637 0.660 2.729
H: -0.068 1.522 2.847
H: -0.106 -0.170 3.061
H: -1.474 0.781 3.320

Force components x, y, z for each atom (eV/Å):
C 1.5 1.9 1.3
C -0.5 2.2 -1.8
C 0.6 -2.2 -2.6
H 1.1 -2.1 -1.9
H -1.8 -0.3 0.8
H -0.9 -0.3 0.9
H -0.3 0.0 0.8
H 0.9 1.1 -0.6
H -0.8 -0.3 3.0
N 0.2 0.2 0.7
H -0.4 -1.1 0.0
H -0.5 1.1 -0.2
H 0.7 -0.2 -0.4

=====

Record 2
Molecular formula: C3H9N
Method: DFT, ωB97M-V with the def2-TZVPD basis set

maximum force	4.01	eV/A
HOMO	-8.31	eV
relative energy (zero: lowest compared OMol25 entry of this formula, charge and spin)	214.7	kJ/mol
SMILES string	CN(C)C
Kohn-Sham gap	9.41	eV

Atoms and positions in Å:
C: 0.620 -1.026 -0.768
N: -0.266 -0.026 -0.179
C: -0.715 -0.345 1.106
C: 0.201 1.408 -0.259
H: 0.116 -1.983 -0.950
H: 1.466 -1.197 -0.128
H: 1.061 -0.760 -1.772
H: -1.636 -1.107 0.905
H: -1.055 0.617 1.823
H: 0.241 -1.016 1.721
H: 0.548 1.532 -1.253
H: -0.634 2.125 -0.025
H: 1.107 1.753 0.453

Force components x, y, z for each atom (eV/Å):
C 0.0 0.5 -1.2
N 0.9 2.9 -1.2
C -0.7 -2.4 3.2
C 0.7 -0.4 1.8
H -0.2 0.2 0.4
H 0.7 -0.3 0.6
H -0.8 0.3 1.0
H 2.0 1.6 1.4
H 0.9 -2.7 -2.2
H -2.8 1.9 -1.2
H 0.2 0.5 -1.0
H 0.7 -0.9 -0.4
H -1.7 -1.2 -1.2

=====

Record 3
Molecular formula: C3H9N
Method: DFT, ωB97M-V with the def2-TZVPD basis set

maximum force	3.44	eV/A
HOMO	-8.02	eV
relative energy (zero: lowest compared OMol25 entry of this formula, charge and spin)	180.8	kJ/mol
SMILES string	C=CN.C
Kohn-Sham gap	9.14	eV

Atoms and positions in Å:
C: -0.011 -0.842 0.463
C: 1.196 -1.503 0.163
N: 1.338 -2.429 -0.960
H: -1.096 -0.982 0.032
H: 0.040 0.034 1.180
H: 2.072 -1.466 0.872
H: 0.671 -2.503 -1.751
H: 2.283 -2.826 -1.012
C: -1.316 2.492 0.154
H: -1.388 1.612 0.891
H: -2.214 3.100 -0.032
H: -0.849 2.073 -0.709
H: -0.726 3.241 0.710

Force components x, y, z for each atom (eV/Å):
C 1.1 0.0 -0.1
C -3.2 -0.3 -1.1
N 0.6 1.0 2.0
H 2.7 0.0 0.3
H 0.0 -1.6 -0.6
H -0.9 0.3 -1.2
H 1.0 0.3 1.3
H -1.2 0.2 -0.5
C -0.1 -0.1 2.6
H -0.7 1.5 -1.1
H -0.2 -1.1 -0.2
H 0.4 0.3 -0.7
H 0.5 -0.5 -0.6

=====

Record 4
Molecular formula: C3H9N2
Method: DFT, ωB97M-V with the def2-TZVPD basis set

maximum force	0.43	eV/A
HOMO	-14.82	eV
relative energy (zero: lowest compared OMol25 entry of this formula, charge and spin)	115.1	kJ/mol
charge	+1
Kohn-Sham gap	10.09	eV

Atoms and positions in Å:
C: -1.054 -1.105 0.339
C: -1.707 -0.837 -0.773
C: 0.698 -0.481 1.799
N: 0.090 -0.337 0.697
H: -1.307 -1.878 1.048
H: -1.361 -0.027 -1.408
H: -2.583 -1.396 -1.061
H: 1.553 0.136 2.041
H: 0.349 -1.220 2.508
H: 0.471 0.364 -0.037
N: 1.071 1.529 -1.094
H: 1.296 1.032 -1.954
H: 0.525 2.342 -1.361
H: 1.960 1.880 -0.746

Force components x, y, z for each atom (eV/Å):
C 0.2 0.0 0.2
C 0.1 0.2 -0.2
C 0.1 0.0 0.3
N 0.0 -0.1 -0.4
H -0.1 -0.1 0.0
H -0.2 -0.1 -0.1
H 0.0 0.0 0.0
H 0.0 0.0 -0.1
H 0.0 0.0 0.1
H -0.3 0.2 0.3
N 0.3 -0.2 -0.1
H 0.0 0.1 0.0
H -0.1 0.0 0.1
H 0.0 0.1 0.0

=====

Record 5
Molecular formula: C3H9N2
Method: DFT, ωB97M-V with the def2-TZVPD basis set

maximum force	2.09	eV/A
HOMO	-14.31	eV
relative energy (zero: lowest compared OMol25 entry of this formula, charge and spin)	183.4	kJ/mol
charge	+1
Kohn-Sham gap	10.39	eV

Atoms and positions in Å:
C: -0.021 1.109 -0.586
N: 0.101 1.440 0.747
H: 0.841 1.341 -1.201
H: -0.973 1.234 -1.076
H: -0.778 1.406 1.242
H: 0.478 2.372 0.854
C: 0.175 -0.776 -1.145
C: -0.425 -1.064 0.068
N: 0.208 -1.528 1.121
H: -0.384 -0.697 -2.061
H: 1.242 -0.862 -1.253
H: -1.499 -1.027 0.157
H: -0.179 -1.399 2.043
H: 1.215 -1.549 1.091

Force components x, y, z for each atom (eV/Å):
C 0.1 -1.4 -1.2
N -0.1 0.2 0.2
H -0.1 0.6 0.1
H -0.2 0.2 -0.1
H -0.1 0.1 0.1
H 0.5 -0.1 0.2
C 0.3 2.0 0.6
C -0.4 -1.8 -0.3
N 0.3 1.0 0.1
H -0.3 -0.2 0.0
H 0.2 -0.4 0.0
H -0.3 0.3 0.0
H -0.2 -0.3 0.1
H 0.2 -0.2 0.1

=====

Record 6
Molecular formula: C3H9N2
Method: DFT, ωB97M-V with the def2-TZVPD basis set

maximum force	2.73	eV/A
HOMO	-15.51	eV
relative energy (zero: lowest compared OMol25 entry of this formula, charge and spin)	85.0	kJ/mol
charge	+1
SMILES string	CC/[NH+]=C/N
Kohn-Sham gap	11.38	eV

Atoms and positions in Å:
C: 1.956 1.244 -0.136
C: 0.898 0.493 -0.920
N: -0.022 -0.092 0.106
C: -1.219 -0.585 -0.099
N: -1.810 -1.197 0.903
H: 1.679 2.170 0.480
H: 2.634 0.669 0.465
H: 2.756 1.543 -0.860
H: 0.306 1.259 -1.415
H: 1.371 -0.294 -1.509
H: 0.034 0.170 1.075
H: -1.579 -0.778 -1.089
H: -1.395 -1.388 1.866
H: -2.794 -1.238 0.851

Force components x, y, z for each atom (eV/Å):
C 1.9 1.8 -0.5
C -0.1 0.8 2.2
N -1.3 0.1 -0.8
C 2.3 -1.3 0.6
N 0.1 -0.1 1.9
H -0.1 -1.4 -1.1
H -0.3 -1.0 0.8
H -1.0 0.4 0.2
H 0.1 -0.4 -0.8
H -0.5 0.2 -0.2
H 1.2 0.2 0.3
H -0.5 0.5 -0.5
H -0.6 0.7 -2.0
H -1.2 -0.6 0.1

=====

Record 7
Molecular formula: C3H9N2
Method: DFT, ωB97M-V with the def2-TZVPD basis set

multiplicity	3
⟨S²⟩	2.00
maximum force	4.71	eV/A
HOMO (alpha / beta)	-11.61 / -14.16	eV
relative energy (zero: lowest compared OMol25 entry of this formula, charge and spin)	171.4	kJ/mol
charge	+1
Kohn-Sham gap (alpha / beta)	8.02 / 7.73	eV

Atoms and positions in Å:
C: 0.367 -2.466 0.854
C: -0.567 -1.715 0.297
C: -0.760 1.549 -0.454
N: -0.440 2.422 0.453
N: 0.372 0.942 -1.167
H: 0.788 -2.401 1.822
H: 0.860 -3.372 0.443
H: -0.930 -2.117 -0.712
H: -0.876 -0.825 0.939
H: 0.573 2.815 0.612
H: -1.198 2.867 0.904
H: 1.147 1.572 -1.324
H: 0.126 0.568 -2.129
H: 0.539 0.160 -0.537

Force components x, y, z for each atom (eV/Å):
C 1.2 -1.9 -0.4
C 0.1 0.0 -0.2
C 0.6 -1.1 -3.2
N 3.0 2.5 2.6
N -2.2 -1.1 -1.1
H 0.0 1.1 1.1
H -0.9 0.6 -0.6
H 0.0 1.4 1.5
H -0.4 -1.2 -1.5
H -2.9 -1.0 -0.5
H -0.4 0.8 0.7
H 0.5 0.4 0.3
H 0.1 0.3 1.4
H 1.3 -0.9 -0.2

=====

Record 8
Molecular formula: C3H9N2
Method: DFT, ωB97M-V with the def2-TZVPD basis set

multiplicity	2
⟨S²⟩	0.77
maximum force	6.24	eV/A
HOMO (alpha / beta)	-20.29 / -22.51	eV
relative energy (zero: lowest compared OMol25 entry of this formula, charge and spin)	104.3	kJ/mol
charge	+2
Kohn-Sham gap (alpha / beta)	11.20 / 9.82	eV

Atoms and positions in Å:
C: -1.456 0.428 0.406
C: -0.015 0.329 0.227
C: 0.663 -0.691 -0.404
N: 0.023 -1.816 -0.897
N: 0.823 1.547 0.550
H: -1.969 0.720 -0.529
H: -1.797 0.974 1.373
H: -1.873 -0.487 0.447
H: 1.797 -0.759 -0.410
H: -0.890 -1.987 -0.727
H: 0.464 -2.645 -1.130
H: 1.285 1.352 1.460
H: 0.354 2.489 0.714
H: 1.555 1.832 -0.145

Force components x, y, z for each atom (eV/Å):
C 0.2 3.0 1.2
C -0.3 1.9 -0.8
C 0.9 -4.0 -1.0
N 3.4 4.9 1.9
N 0.3 0.9 0.6
H 0.2 1.1 0.2
H 0.6 -0.5 -1.9
H -1.2 -3.6 0.7
H -1.5 0.3 -0.4
H -4.0 -0.1 0.5
H 2.0 -1.8 -1.0
H 0.2 0.2 -0.3
H -0.4 -1.4 -0.2
H -0.3 -0.8 0.3

=====

Record 9
Molecular formula: C3H9N2
Method: DFT, ωB97M-V with the def2-TZVPD basis set

multiplicity	2
⟨S²⟩	0.77
maximum force	2.64	eV/A
HOMO (alpha / beta)	-21.14 / -20.65	eV
relative energy (zero: lowest compared OMol25 entry of this formula, charge and spin)	434.6	kJ/mol
charge	+2
Kohn-Sham gap (alpha / beta)	10.50 / 6.48	eV

Atoms and positions in Å:
C: 0.641 0.668 0.840
N: 0.347 1.734 0.153
H: 0.050 0.425 1.697
H: 1.726 0.522 0.885
H: 1.066 2.059 -0.492
H: -0.036 2.506 0.692
C: 0.392 -1.601 0.290
C: -0.253 -0.837 -0.678
N: -1.590 -0.520 -0.698
H: 1.160 -2.322 -0.020
H: -0.007 -1.740 1.292
H: 0.258 -0.626 -1.633
H: -1.765 0.491 -0.699
H: -1.989 -0.758 -1.629

Force components x, y, z for each atom (eV/Å):
C 1.9 1.6 1.0
N 0.9 0.9 0.1
H -0.5 -0.1 0.4
H -0.2 -1.5 -0.5
H -0.1 0.1 -0.1
H -1.4 0.2 -0.4
C -0.8 -0.6 0.3
C 0.1 -0.7 -1.4
N 0.5 0.8 -1.2
H 0.4 0.9 0.1
H -0.3 -0.2 -0.2
H -0.1 -1.0 0.0
H -0.8 0.1 1.4
H 0.2 -0.4 0.4

=====

Record 10
Molecular formula: C3H9N2O
Method: DFT, ωB97M-V with the def2-TZVPD basis set

maximum force	1.46	eV/A
HOMO	-14.31	eV
relative energy (zero: lowest compared OMol25 entry of this formula, charge and spin)	103.8	kJ/mol
charge	+1
SMILES string	CNC(=O)C[NH3+]
Kohn-Sham gap	10.69	eV

Atoms and positions in Å:
C: 0.507 2.125 0.327
N: 0.715 0.821 1.006
C: 0.020 -0.295 0.799
O: 0.006 -1.261 1.542
C: -0.621 -0.489 -0.587
N: -0.395 -1.965 -0.839
H: 0.101 2.830 1.053
H: 1.455 2.472 -0.075
H: -0.318 2.004 -0.369
H: 1.376 0.869 1.765
H: -1.655 -0.250 -0.801
H: 0.015 0.074 -1.261
H: -0.086 -2.176 -1.783
H: 0.172 -2.315 -0.054
H: -1.291 -2.444 -0.724

Force components x, y, z for each atom (eV/Å):
C -0.5 -0.9 0.8
N -0.1 1.3 -0.5
C -0.2 0.0 0.4
O 0.3 -0.3 0.1
C 1.2 0.0 -0.5
N -1.4 0.2 -0.1
H 0.3 0.1 0.1
H -0.3 0.1 -0.3
H 0.4 0.2 -0.5
H -0.3 -0.5 0.4
H -0.2 0.1 0.5
H -0.1 -0.1 -0.5
H 0.5 0.0 0.0
H 0.3 -0.1 0.0
H 0.0 -0.1 0.0

=====

Record 11
Molecular formula: C3H9N2O
Method: DFT, ωB97M-V with the def2-TZVPD basis set

maximum force	3.36	eV/A
HOMO	-14.40	eV
relative energy (zero: lowest compared OMol25 entry of this formula, charge and spin)	355.1	kJ/mol
charge	+1
SMILES string	C/[NH+]=C/N(C)O
Kohn-Sham gap	10.80	eV

Atoms and positions in Å:
C: -1.666 1.776 -0.446
N: -0.776 0.529 -0.538
C: 0.318 0.521 0.211
N: 1.047 -0.511 0.454
C: 0.805 -1.818 -0.228
O: 2.160 -0.369 1.178
H: -1.156 2.735 -0.772
H: -2.058 1.748 0.634
H: -2.619 1.697 -1.072
H: -1.186 -0.320 -0.804
H: 0.651 1.606 0.428
H: 1.579 -2.185 -0.909
H: 0.790 -2.603 0.568
H: -0.139 -1.717 -0.638
H: 2.251 -1.089 1.936

Force components x, y, z for each atom (eV/Å):
C -1.3 -0.4 0.6
N -0.1 2.5 0.5
C -0.2 3.2 -0.9
N -0.4 -2.3 -0.9
C 1.6 -0.6 2.6
O 2.1 -1.1 2.4
H -0.3 -1.4 0.7
H 0.7 0.7 -1.6
H 1.6 -0.4 0.5
H -0.8 -0.9 -0.5
H -0.2 -2.2 0.6
H 0.0 1.0 -0.2
H -0.3 0.6 -0.5
H -1.5 -0.5 -1.1
H -0.9 1.9 -2.2

=====

Record 12
Molecular formula: C3H9N2O
Method: DFT, ωB97M-V with the def2-TZVPD basis set

maximum force	3.94	eV/A
HOMO	-12.10	eV
relative energy (zero: lowest compared OMol25 entry of this formula, charge and spin)	418.2	kJ/mol
charge	+1
Kohn-Sham gap	7.65	eV

Atoms and positions in Å:
C: 2.105 0.392 -0.628
C: -1.368 0.782 -0.006
C: 0.310 -0.530 0.631
N: 1.324 0.397 0.427
N: -2.336 -0.081 -0.260
O: 0.223 -1.628 -0.145
H: 2.882 1.018 -0.814
H: 2.125 -0.285 -1.430
H: -1.333 1.572 0.832
H: -0.923 1.285 -0.797
H: 0.015 -0.659 1.592
H: -2.998 -0.346 0.450
H: 1.509 1.179 1.018
H: -2.193 -0.656 -1.074
H: 0.659 -2.440 0.205

Force components x, y, z for each atom (eV/Å):
C -1.5 -1.0 1.0
C 1.3 0.4 3.0
C -1.3 1.9 -1.6
N 2.0 -1.4 -3.1
N -0.4 0.4 0.1
O 0.6 -0.3 -0.8
H 1.8 2.7 0.6
H -1.1 -1.6 -0.4
H -0.9 -1.9 -0.8
H 1.2 0.1 -2.0
H -0.5 -0.1 3.0
H 0.0 -0.2 -0.1
H -0.4 0.3 1.1
H -0.5 -0.2 0.0
H -0.3 0.9 0.0

=====

Copy entry 12 word for word.
Molecular formula: C3H9N2O
Method: DFT, ωB97M-V with the def2-TZVPD basis set

maximum force	3.94	eV/A
HOMO	-12.10	eV
relative energy (zero: lowest compared OMol25 entry of this formula, charge and spin)	418.2	kJ/mol
charge	+1
Kohn-Sham gap	7.65	eV

Atoms and positions in Å:
C: 2.105 0.392 -0.628
C: -1.368 0.782 -0.006
C: 0.310 -0.530 0.631
N: 1.324 0.397 0.427
N: -2.336 -0.081 -0.260
O: 0.223 -1.628 -0.145
H: 2.882 1.018 -0.814
H: 2.125 -0.285 -1.430
H: -1.333 1.572 0.832
H: -0.923 1.285 -0.797
H: 0.015 -0.659 1.592
H: -2.998 -0.346 0.450
H: 1.509 1.179 1.018
H: -2.193 -0.656 -1.074
H: 0.659 -2.440 0.205

Force components x, y, z for each atom (eV/Å):
C -1.5 -1.0 1.0
C 1.3 0.4 3.0
C -1.3 1.9 -1.6
N 2.0 -1.4 -3.1
N -0.4 0.4 0.1
O 0.6 -0.3 -0.8
H 1.8 2.7 0.6
H -1.1 -1.6 -0.4
H -0.9 -1.9 -0.8
H 1.2 0.1 -2.0
H -0.5 -0.1 3.0
H 0.0 -0.2 -0.1
H -0.4 0.3 1.1
H -0.5 -0.2 0.0
H -0.3 0.9 0.0